No. 1
A gas-phase ion, C3H4N5 (charge +1), computed with wB97M-V/def2-TZVPD.

Structure (XYZ):
```
12
Properties=species:S:1:pos:R:3:forces:R:3
N 0.881789 -0.846993 -4.787592 -0.2001 0.0815 1.2643
N 0.887500 -0.702356 -3.688605 0.8185 -0.4992 -3.7601
C 0.930878 -0.464609 -2.408667 -3.3263 0.6791 5.9912
C -0.356325 -0.114219 -1.513849 3.8117 -1.2100 -4.5422
C 0.218809 -0.159466 -0.297763 -0.1625 0.2546 -1.2048
N -0.456846 0.156630 0.776516 -0.2366 -0.4184 4.9180
N 1.577115 -0.488786 -0.377544 -0.6935 -0.7994 -1.6479
N 1.959855 -0.800823 -1.630851 -0.2128 0.7467 0.4496
H -1.342282 -0.080503 -1.974329 0.2645 0.3281 0.7777
H -1.123067 0.902995 0.859511 -0.0313 0.0584 -0.6372
H -0.248966 -0.256731 1.708872 -0.0286 0.4780 -1.2908
H 2.150682 -0.825058 0.395096 -0.0032 0.3007 -0.3178
```
Positions in Å, forces in eV/Å.

## Properties
Kohn-Sham gap (alpha / beta), eV: 7.6771 / 7.6778
Relative energy (zero: lowest compared OMol25 entry of this formula, charge and spin), eV: 0.463
Highest occupied orbital energy (alpha / beta), eV: -13.6 / -13.6
Total charge: +1

Quick look at the Löwdin charges, all values in e:
1. N 0.43
2. N 0.11
3. C -0.26
4. C 0.13
5. C -0.40
6. N 0.15
7. N 0.11
8. N 0.15
9. H 0.12
10. H 0.13
11. H 0.15
12. H 0.19

***

No. 2
2 unconnected molecules or ions with the total composition C3H4NO, computed with wB97M-V/def2-TZVPD.

Structure (XYZ):
```
9
Properties=species:S:1:pos:R:3:forces:R:3
C 0.204147 1.177139 0.026505 -2.1096 3.1683 -0.5187
C 1.139665 -0.727793 -0.003319 -0.8658 -2.5095 -0.2926
C -0.881168 0.141895 -0.093029 0.1756 -1.7857 1.0565
N -0.051783 -1.077341 -0.048215 0.8073 0.0134 -0.1031
O 1.336981 0.672828 -0.065083 1.1150 0.2871 0.8256
H 0.199634 2.326091 0.173862 -0.3135 -2.0073 -0.4306
H 2.294053 -2.853462 0.628323 -0.2347 0.8073 -0.2492
H -1.605315 -0.020847 0.759833 0.7583 0.9842 -0.4128
H -1.565066 0.011552 -0.966022 0.6674 1.0420 0.1249
```
Positions in Å, forces in eV/Å.

## Properties
Kohn-Sham gap (alpha / beta), eV: 8.0107 / 9.5930
Relative energy (zero: lowest compared OMol25 entry of this formula, charge and spin), eV: 6.466
Highest occupied orbital energy (alpha / beta), eV: -15.4 / -16.4
Total charge: +1

Quick look at the Löwdin charges, all values in e:
1. C 0.06
2. C -0.05
3. C -0.06
4. N 0.09
5. O 0.15
6. H 0.21
7. H 0.23
8. H 0.18
9. H 0.18

***

No. 3
A gas-phase ion, C3H4NO (charge +1), computed with wB97M-V/def2-TZVPD.

Structure (XYZ):
```
9
Properties=species:S:1:pos:R:3:forces:R:3
C 0.836578 -0.028361 0.008894 -1.2928 4.0096 1.4241
C -0.537226 1.186321 0.013593 6.0518 -1.6749 -0.7121
C -0.068306 -1.161111 -0.052078 -2.1787 0.8883 0.6918
N -1.351028 -0.933584 0.047610 2.1512 -1.3874 -0.2979
O -1.515760 0.509585 -0.034629 -3.4386 -0.4912 -0.1391
H 1.508577 0.369668 -0.761733 -0.3113 -0.7494 -0.3000
H -0.548371 2.231084 -0.292695 -0.1326 0.2071 0.6264
H 0.227325 -2.174169 0.095881 0.1186 -0.7447 -0.2279
H 1.448215 0.000568 0.975153 -0.9675 -0.0574 -1.0652
```
Positions in Å, forces in eV/Å.

## Properties
Kohn-Sham gap, eV: 11.3639
Relative energy (zero: lowest compared OMol25 entry of this formula, charge and spin), eV: 3.072
Highest occupied orbital energy, eV: -17.7
Total charge: +1

Quick look at the Löwdin charges, all values in e:
1. C 0.04
2. C 0.12
3. C -0.07
4. N 0.20
5. O 0.09
6. H 0.13
7. H 0.17
8. H 0.15
9. H 0.16

***

No. 4
A molecular structure, C3H4NO, computed with wB97M-V/def2-TZVPD.

Structure (XYZ):
```
9
Properties=species:S:1:pos:R:3:forces:R:3
C 1.270233 -0.036253 0.071614 -2.4622 1.8781 -2.0395
C 0.649708 -0.921950 1.105559 3.4840 -1.4424 2.0942
C -1.187444 -0.197030 0.040344 -0.4022 3.4497 -3.8003
N 0.384439 0.585447 -0.648285 -0.8581 -4.7494 4.3433
O -0.585526 -0.901701 0.977917 -2.0732 -0.6980 0.0489
H 2.321044 0.109535 0.082705 0.8288 0.2721 -0.2895
H -1.621817 0.800697 0.425870 0.1135 -1.9862 -0.6282
H -1.692371 -0.805079 -0.842996 0.9819 1.4187 2.0371
H 0.461734 1.366335 -1.212728 0.3875 1.8574 -1.7660
```
Positions in Å, forces in eV/Å.

## Properties
Kohn-Sham gap (alpha / beta), eV: 7.6371 / 7.6349
Relative energy (zero: lowest compared OMol25 entry of this formula, charge and spin), eV: 4.039
Highest occupied orbital energy (alpha / beta), eV: -14.5 / -14.5
Total charge: +1

Quick look at the Löwdin charges, all values in e:
1. C 0.01
2. C 0.04
3. C 0.06
4. N 0.23
5. O 0.01
6. H 0.14
7. H 0.18
8. H 0.20
9. H 0.12

***

No. 5
A gas-phase ion, C3H4NO (charge +1), computed with wB97M-V/def2-TZVPD.

Structure (XYZ):
```
9
Properties=species:S:1:pos:R:3:forces:R:3
C 0.302180 -0.102089 -0.534318 -1.3774 2.5930 2.0713
C -0.877800 0.875649 1.357169 2.3445 -1.3448 -3.5288
C 0.005791 -1.282564 0.196945 -0.1395 -0.2399 0.2753
N -0.644792 -1.421241 1.272542 0.2758 -2.0776 -0.0603
O -1.166777 -0.203977 1.837663 -0.7337 1.2690 0.9259
H -0.347033 0.252246 -1.323923 -0.1198 -0.1955 -0.1968
H -1.195090 1.843594 1.713540 -0.4095 0.1546 0.4657
H 0.405197 -2.239338 -0.145328 -0.0707 -0.0839 0.0231
H 1.304652 0.301337 -0.537214 0.2302 -0.0750 0.0245
```
Positions in Å, forces in eV/Å.

## Properties
Kohn-Sham gap (alpha / beta), eV: 9.5179 / 9.5184
Relative energy (zero: lowest compared OMol25 entry of this formula, charge and spin), eV: 5.135
Highest occupied orbital energy (alpha / beta), eV: -16.1 / -16.1
Total charge: +1

Quick look at the Löwdin charges, all values in e:
1. C 0.21
2. C 0.23
3. C -0.16
4. N 0.16
5. O 0.05
6. H 0.11
7. H 0.13
8. H 0.17
9. H 0.11

***

No. 6
A gas-phase ion, C3H4NO2 (charge +1), computed with wB97M-V/def2-TZVPD.

Structure (XYZ):
```
10
Properties=species:S:1:pos:R:3:forces:R:3
C -0.045787 -0.577283 0.985039 -2.6079 1.7631 -5.1364
C -0.501599 -0.532553 -0.820266 1.6428 -4.2756 -0.7482
C 0.922246 1.067138 -0.202306 -1.0823 -3.4310 -0.0930
N -1.304586 -0.373523 0.297555 1.0714 1.2282 0.8686
O 0.791816 0.470444 0.964938 1.2995 1.8786 -0.9567
O 0.441887 0.384261 -1.215720 -0.7520 1.3661 1.4355
H 0.118514 -1.381756 1.539898 0.9955 -3.0145 2.5715
H -0.501328 -1.469151 -1.545101 -0.3925 2.2812 1.7526
H 1.586746 1.813413 -0.485616 1.0607 1.6861 0.5125
H -1.507909 0.599011 0.481580 -1.2353 0.5177 -0.2064
```
Positions in Å, forces in eV/Å.

## Properties
Kohn-Sham gap (alpha / beta), eV: 9.2471 / 9.2466
Relative energy (zero: lowest compared OMol25 entry of this formula, charge and spin), eV: 3.702
Highest occupied orbital energy (alpha / beta), eV: -15.2 / -15.2
Total charge: +1

Quick look at the Löwdin charges, all values in e:
1. C -0.04
2. C -0.08
3. C 0.02
4. N 0.11
5. O 0.17
6. O 0.15
7. H 0.13
8. H 0.22
9. H 0.18
10. H 0.15